Computed, not measured: a single C21H25ClN4O3 molecule at a distorted geometry, with ωB97M-V/def2-TZVPD.

Last column: Löwdin charge in e.
Cartesian coordinates (Å):
C 6.9738 0.3825 -0.9326  -0.0741
C 5.6838 0.1839 -0.2023  -0.2865
C 5.1993 -1.0841 0.0616  0.0377
C 3.9994 -1.2706 0.7437  -0.2440
O 3.6377 -2.5742 0.9453  -0.0233
C 2.4277 -2.8533 1.6017  -0.1103
C 1.2148 -2.3851 0.8585  -0.2432
C 0.0117 -1.9030 1.2895  0.0666
C -0.7018 -1.6512 0.0885  -0.1668
C -2.1139 -1.1918 0.0592  -0.3784
O -2.8459 -1.5266 0.9845  0.0587
N -2.5522 -0.4337 -0.9593  0.0022
C -3.9568 -0.0450 -0.8910  -0.0478
C -4.1734 1.0346 0.1212  -0.2946
N -3.6678 2.2435 0.0302  0.0981
C -4.0756 2.9083 1.1387  -0.1420
C -4.8418 2.0854 1.9115  -0.0737
N -4.9001 0.8885 1.2584  -0.0825
C -5.5782 -0.2903 1.7219  -0.0199
C -1.7561 -0.0273 -2.1095  -0.3827
C -1.9718 -1.0095 -3.2619  -0.0449
C -2.0579 1.4103 -2.5312  -0.0524
N 0.0353 -1.9735 -0.9467  0.1284
O 1.2146 -2.4295 -0.4816  0.0535
C 3.2753 -0.1660 1.1681  0.0267
C 3.7324 1.1214 0.9125  -0.2816
C 2.9462 2.3130 1.3605  -0.0712
C 4.9331 1.2751 0.2316  -0.5630
Cl 5.5175 2.8759 -0.0895  0.7254
H 6.8064 0.9540 -1.8447  0.0777
H 7.4202 -0.5732 -1.1913  0.0770
H 7.6732 0.9456 -0.3160  0.0773
H 5.7449 -1.9569 -0.2588  0.1255
H 2.4096 -2.4295 2.6155  0.1439
H 2.4052 -3.9465 1.6797  0.1459
H -0.3351 -1.7425 2.2874  0.1255
H -4.2617 0.3060 -1.8754  0.1262
H -4.5452 -0.9248 -0.6168  0.1273
H -3.7933 3.9283 1.3042  0.0913
H -5.3375 2.2466 2.8468  0.1079
H -5.9508 -0.1117 2.7287  0.0918
H -4.8773 -1.1269 1.7398  0.0739
H -6.4218 -0.5331 1.0711  0.0965
H -0.7090 -0.0884 -1.8058  0.1217
H -1.6508 -2.0038 -2.9647  0.0657
H -3.0206 -1.0437 -3.5492  0.0765
H -1.3861 -0.6980 -4.1217  0.0822
H -2.2507 2.0317 -1.6596  0.0520
H -2.9245 1.4607 -3.1861  0.0768
H -1.2064 1.8096 -3.0753  0.0812
H 2.3436 -0.2784 1.6999  0.1083
H 3.5381 2.9201 2.0445  0.0782
H 2.0305 2.0094 1.8604  0.0774
H 2.6895 2.9376 0.5059  0.0779

Its multiplicity is 1. For the orbital gap, the calculation gives 0.3353 hartree. The value obtained for the HOMO energy is -8.5 eV. As for the structure (SMILES): Cc1cc(OCc2cc(C(=O)N(Cc3nccn3C)C(C)C)no2)cc(C)c1Cl.

Computed, not measured: a single C21H25F3N4O3 molecule, with ωB97M-V/def2-TZVPD.

Last column: Löwdin charge in e.
Cartesian coordinates (Å):
O -2.6895 -3.7423 0.1289  0.0971
C -1.9265 -2.8695 0.4616  -0.4607
C -0.4707 -3.1108 0.8251  -0.0559
C 0.4899 -2.5985 -0.2517  -0.1933
O 1.7752 -2.5745 0.3273  -0.0479
C 2.7836 -1.9248 -0.3225  -0.2767
C 2.6994 -1.3991 -1.6060  -0.0312
C 3.7888 -0.7385 -2.1496  -0.0855
C 4.9632 -0.6004 -1.4340  -0.1008
C 5.0521 -1.1368 -0.1580  -0.0927
C 3.9729 -1.7931 0.3972  -0.0280
N -2.2742 -1.5488 0.5482  0.1601
C -3.5548 -1.0572 0.3216  -0.2265
C -4.7758 -1.6891 0.4414  -0.0010
C -5.7110 -0.7052 0.1014  -0.1496
N -5.1201 0.4312 -0.2005  0.0686
N -3.8046 0.2210 -0.0715  -0.0758
C -2.9095 1.2976 -0.4193  -0.2582
C -2.1699 1.8690 0.7980  -0.0931
C -1.2168 2.9866 0.3567  -0.1293
N -0.3031 2.4939 -0.6487  -0.0424
C 0.9965 2.1404 -0.5146  -0.4477
O 1.5698 1.4903 -1.3688  0.0617
C 1.7917 2.6346 0.6937  -0.0582
C 2.5419 1.4625 1.3317  -0.0459
C 1.6063 0.6209 2.1673  -0.6148
F 0.6065 0.0698 1.4512  0.1273
F 2.2227 -0.3820 2.7941  0.1517
F 0.9871 1.3426 3.1245  0.1285
C -1.0025 2.0565 -1.8452  -0.1259
C -1.9243 0.8854 -1.5181  -0.0920
H -0.3200 -4.1807 0.9649  0.1298
H -0.2330 -2.6022 1.7613  0.1247
H 0.4681 -3.2588 -1.1288  0.1443
H 0.2102 -1.5852 -0.5728  0.1045
H 1.7987 -1.4939 -2.1905  0.1084
H 3.7079 -0.3256 -3.1431  0.1078
H 5.8062 -0.0825 -1.8656  0.0979
H 5.9664 -1.0409 0.4092  0.1030
H 4.0183 -2.2111 1.3905  0.1177
H -1.5590 -0.8926 0.8233  0.1099
H -4.9463 -2.7065 0.7195  0.0960
H -6.7790 -0.7839 0.0714  0.0975
H -3.5717 2.0775 -0.8151  0.1525
H -1.5947 1.0923 1.3007  0.0957
H -2.8935 2.2654 1.5114  0.1282
H -1.7952 3.8061 -0.0847  0.1325
H -0.6873 3.3780 1.2227  0.1137
H 2.5293 3.3346 0.2963  0.1345
H 1.1953 3.1532 1.4399  0.0985
H 2.9726 0.8282 0.5522  0.1141
H 3.3365 1.8129 1.9917  0.1403
H -1.5810 2.8998 -2.2343  0.1324
H -0.2537 1.7604 -2.5807  0.1236
H -2.4744 0.5813 -2.4091  0.1311
H -1.3149 0.0424 -1.1921  0.0995

Its multiplicity is 1. For the orbital gap, the calculation gives 0.3364 hartree. The value obtained for the HOMO energy is -8.6 eV. As for the structure (SMILES): O=C(CCOc1ccccc1)Nc1ccnn1C1CCN(C(=O)CCC(F)(F)F)CC1.

Computed, not measured: a molecular structure, C21H25FN2O5S at a distorted geometry, with ωB97M-V/def2-TZVPD.

Last column: Löwdin charge in e.
Cartesian coordinates (Å):
C 1.5153 -2.0078 3.7383  0.0300
C 2.8563 -1.1304 3.5836  -0.0932
H 3.5519 -1.6559 4.1101  0.0822
H 2.7601 -0.2098 4.0025  0.0874
O 3.6422 -1.1944 2.2698  0.0179
C 2.8710 -0.5225 1.4592  -0.3740
C 3.3214 -0.7408 0.2831  0.0145
C 2.7705 -0.1102 -1.1137  0.0506
C 1.7268 0.7653 -0.8653  -0.2433
C 1.2863 1.1498 0.4903  -0.0204
C 1.6300 0.3279 1.5062  0.0370
H 1.4097 0.4985 2.4545  0.0541
H 0.6587 1.8536 0.6379  0.0407
S 0.8330 1.5822 -2.2464  0.6750
O 0.7562 0.4806 -3.2649  -0.3020
O 1.6719 2.6561 -2.5483  -0.2480
N -0.4569 2.2081 -1.5827  -0.1489
C -0.7870 3.4864 -1.4227  -0.2767
C 0.1006 4.3267 -1.0251  -0.0948
C -0.1167 5.6100 -0.6354  -0.0286
C -1.1364 6.1412 -1.2334  -0.1753
C -2.3130 5.3497 -1.6860  -0.0102
C -2.0854 4.0765 -1.9954  0.0184
H -2.8311 3.4843 -2.3708  0.0723
H -3.0863 5.8372 -2.4425  0.1658
F -1.4150 7.5970 -1.0398  -0.0708
H 0.8822 6.2938 -0.1562  0.2240
H 0.9596 3.7968 -0.6635  0.1183
C -1.6637 1.1158 -1.6031  -0.0075
H -1.7645 0.8129 -2.6821  0.1377
H -2.6381 1.6210 -1.5174  0.1296
C -1.2727 -0.0190 -0.8209  -0.4712
O -1.8051 0.0997 0.4016  -0.0352
N -0.5327 -0.9850 -1.1980  0.0730
H -0.1979 -0.9019 -2.1272  0.1220
C -0.4163 -2.1028 -0.5003  -0.2080
H 0.9459 -2.2176 -0.6416  0.2323
C -1.0303 -3.3820 -0.6313  -0.6476
C -2.4328 -3.4429 -0.6131  -0.0772
H -3.0090 -4.2924 -1.1863  0.1624
C -2.5127 -3.6794 1.0082  -0.0254
H -2.6331 -3.0179 1.6977  0.0372
C -1.1926 -4.7346 1.1578  0.0352
H -1.3450 -5.7313 1.2559  0.0792
H -0.6891 -4.4915 1.9345  0.0286
O -0.3413 -4.3249 -0.0776  -0.0547
H -3.3325 -4.2494 1.1471  0.0514
H -2.7385 -2.2747 -0.7597  0.1661
H -0.6346 -3.6695 -2.0195  0.2059
H -0.5631 -1.9940 0.6552  0.1724
H 3.0328 -0.2368 -2.0897  0.0693
H 4.0724 -1.4325 -0.1529  0.1243
H 1.2122 -2.0231 4.5465  -0.0622
H 1.7393 -2.9624 3.3739  0.0815
H 0.7669 -1.4337 3.1988  0.0791

Its multiplicity is 1. For the orbital gap, the calculation gives 0.3409 hartree. The value obtained for the HOMO energy is -8.8 eV.

Computed, not measured: a molecular structure, C21H25MgN6O2S4, with ωB97M-V/def2-TZVPD.

Last column: Löwdin charge in e.
Cartesian coordinates (Å):
Mg 0.7250 0.4256 -0.0280  0.4462
S 2.5614 0.6598 1.6437  -0.0327
S 2.6351 -1.0688 2.8259  -0.1459
S 1.2752 -0.9331 4.3628  -0.2136
S -0.4907 -1.8712 3.8611  -0.1736
O 1.7297 1.0445 -1.5439  -0.1848
C 2.1386 2.1013 -2.1463  -0.3594
C 3.2069 2.0421 -3.0729  -0.0148
C 3.6492 3.1598 -3.7395  -0.1099
C 3.0547 4.4057 -3.5293  -0.1252
C 2.0115 4.4906 -2.6287  -0.0647
C 1.5516 3.3752 -1.9257  -0.0855
C 0.4337 3.5053 -0.9932  -0.2624
N -0.3752 2.5517 -0.5523  0.0810
C -1.3342 3.1867 0.2062  -0.1416
C -1.1003 4.5214 0.2450  -0.0814
N 0.0301 4.7114 -0.5172  0.1021
H 3.6689 1.0762 -3.2336  0.1072
H 4.4700 3.0687 -4.4420  0.0947
H 3.3918 5.2811 -4.0662  0.0859
H 1.5269 5.4505 -2.4872  0.0954
H -2.1323 2.6379 0.6750  0.0968
H -1.6059 5.3257 0.7445  0.1042
H 0.5210 5.5760 -0.6511  0.1418
C 0.2942 -2.7397 0.0038  -0.1411
C 0.5088 -4.1046 -0.6871  -0.1460
N 1.2725 -3.9509 -1.9264  -0.1640
C 2.5547 -3.3218 -1.6077  -0.1483
C 2.3464 -1.9466 -0.9356  -0.1523
N 0.8979 -1.6674 -0.8162  -0.2035
C 0.2886 -1.6920 -2.1584  -0.1421
C 0.5364 -3.0664 -2.8252  -0.1583
H 0.7382 -2.6952 0.9972  0.0829
H -0.7637 -2.5197 0.1342  0.0942
H -0.4445 -4.5783 -0.9323  0.1134
H 1.0546 -4.7839 -0.0296  0.1186
H 3.1262 -3.2247 -2.5347  0.1130
H 3.1062 -3.9957 -0.9482  0.1169
H 2.7923 -1.1257 -1.4968  0.1085
H 2.7561 -1.9186 0.0741  0.0723
H 0.7162 -0.8685 -2.7313  0.1123
H -0.7819 -1.5038 -2.0379  0.1185
H 1.1182 -2.9520 -3.7431  0.1133
H -0.4070 -3.5503 -3.0899  0.1115
N -0.2376 1.8680 5.1229  0.1755
C -1.5068 1.9773 4.6743  -0.5059
O -2.3844 2.6167 5.2379  0.0279
C -1.7738 1.2148 3.4119  -0.1531
C -3.0204 0.6389 3.1943  -0.0109
C -3.1817 -0.1716 2.0874  -0.0568
C -2.0954 -0.3462 1.2391  -0.1496
N -0.9465 0.3378 1.3500  -0.0052
C -0.7844 1.0759 2.4480  -0.1825
H -0.0296 2.2944 6.0098  0.1110
H 0.3649 1.1285 4.7789  -0.0260
H -3.8127 0.7948 3.9137  0.1238
H -4.0971 -0.7161 1.9077  0.1039
H -2.1933 -0.9857 0.3697  0.0996
H 0.1787 1.5618 2.5493  0.0685

Its multiplicity is 1. For the orbital gap, the calculation gives 0.2062 hartree. The net charge is -1. The value obtained for the HOMO energy is -3.2 eV.

Relative energy (zero: lowest compared OMol25 entry of this formula, charge and spin) for every record listed, in sequence, given in kcal/mol: 34.1 0.0 410.5 0.0.